Molecular formula: C6H10O
Method: DFT, ωB97M-V with the def2-TZVPD basis set

Calculated values
SMILES string: C=CCCCC=O
E_HOMO: -9.85 eV
E_LUMO: 0.0335 Ha
Frontier orbital gap: 0.3954 Eh

The geometry in ORCA input format:
```
! RIJCOSX wB97M-V def2-TZVPD def2/J DEFGRID3
* xyz 0 1
C 0.835 -2.412 1.527
C 0.157 -1.550 0.783
C 0.806 -0.312 0.206
C -0.052 0.937 0.402
C -1.146 1.068 -0.700
C -0.563 1.775 -1.888
O -0.424 2.974 -1.924
H 1.886 -2.266 1.752
H 0.366 -3.305 1.919
H -0.871 -1.777 0.520
H 0.840 -0.505 -0.876
H 1.834 -0.278 0.556
H -0.502 0.903 1.394
H 0.567 1.836 0.408
H -1.970 1.654 -0.304
H -1.368 0.030 -0.938
H -0.395 1.230 -2.837
*
```

Computed Löwdin charges, given in elementary charges: -0.01, -0.19, -0.22, -0.20, -0.15, -0.28, 0.05, 0.06, 0.05, 0.10, 0.11, 0.11, 0.11, 0.11, 0.12, 0.10, 0.12

Molecular formula: C5H8O2
Method: DFT, ωB97M-V with the def2-TZVPD basis set

Calculated values
E_HOMO (alpha / beta): -7.15 / -6.61 eV
E_LUMO (alpha / beta): 0.0386 / 0.0262 Ha
Frontier orbital gap (alpha / beta): 0.3013 / 0.2692 Eh

The geometry in ORCA input format:
```
! RIJCOSX wB97M-V def2-TZVPD def2/J DEFGRID3
* xyz 0 1
C -1.371 -0.012 0.424
C -0.945 0.132 -0.979
O -0.042 1.117 -1.236
C 0.954 1.286 -0.332
C 1.533 -0.657 -0.156
O 0.820 -1.227 0.871
C -0.447 -0.970 1.115
H -1.508 0.942 0.976
H -2.348 -0.510 0.396
H -1.570 -0.074 -1.839
H 0.637 1.417 0.707
H 1.548 2.146 -0.690
H 1.026 -0.851 -1.107
H 2.518 -1.157 -0.093
H -0.805 -1.584 1.943
*
```

Computed Löwdin charges, given in elementary charges: -0.20, -0.16, -0.13, -0.07, -0.05, -0.11, -0.13, 0.12, 0.12, 0.11, 0.09, 0.11, 0.08, 0.11, 0.11

Molecular formula: C2H3F4NO
Method: DFT, ωB97M-V with the def2-TZVPD basis set

Calculated values
E_HOMO: -7.73 eV
E_LUMO: 0.0103 Ha
Frontier orbital gap: 0.2942 Eh

The geometry in ORCA input format:
```
! RIJCOSX wB97M-V def2-TZVPD def2/J DEFGRID3
* xyz 0 1
C -3.194 0.832 0.204
C -1.713 -1.221 -0.036
N -0.012 -0.012 -0.053
O -2.615 -0.578 0.495
F -3.308 0.754 -1.148
F -4.333 0.753 0.900
F -1.196 -2.254 0.669
F -1.556 -1.487 -1.304
H 0.715 0.017 -0.696
H -0.257 0.986 0.075
H 0.381 -0.391 0.829
*
```

Computed Löwdin charges, given in elementary charges: -0.34, -0.53, 0.14, 0.12, 0.00, 0.03, 0.15, 0.19, 0.05, 0.10, 0.10

Molecular formula: C25H21ClN2OPRh
Method: DFT, ωB97M-V with the def2-TZVPD basis set

Calculated values
E_HOMO (alpha / beta): -12.30 / -14.80 eV
E_LUMO (alpha / beta): -0.2347 / -0.4134 Ha
Frontier orbital gap (alpha / beta): 0.2173 / 0.1304 Eh

The geometry in ORCA input format:
```
! RIJCOSX wB97M-V def2-TZVPD def2/J DEFGRID3
* xyz 2 5
Rh 0.000 0.000 0.000
Cl -2.004 1.121 -0.640
C 1.548 -0.851 0.467
O 2.539 -1.393 0.758
P -0.861 -1.879 -1.067
C -0.963 -1.823 -2.894
C 0.028 -3.452 -0.783
C -2.559 -2.235 -0.501
C -0.543 -4.518 -0.080
C 0.185 -5.690 0.129
C 1.483 -5.808 -0.364
C 2.057 -4.747 -1.069
C 1.336 -3.575 -1.275
H -1.556 -4.434 0.300
H -0.268 -6.513 0.676
H 2.048 -6.721 -0.201
H 3.070 -4.830 -1.452
H 1.788 -2.749 -1.817
C -1.067 -0.587 -3.546
C -1.166 -0.536 -4.935
C -1.157 -1.713 -5.685
C -1.048 -2.947 -5.042
C -0.951 -3.003 -3.652
H -1.081 0.325 -2.956
H -1.248 0.426 -5.433
H -1.229 -1.670 -6.769
H -1.035 -3.866 -5.620
H -0.855 -3.964 -3.156
C -3.550 -2.742 -1.348
C -4.824 -3.012 -0.849
C -5.113 -2.784 0.496
C -4.126 -2.278 1.345
C -2.857 -1.997 0.848
H -3.330 -2.911 -2.398
H -5.592 -3.396 -1.514
H -6.108 -2.991 0.881
H -4.351 -2.089 2.392
H -2.087 -1.575 1.490
H -2.372 2.840 -3.348
H -2.955 2.798 -2.889
N 2.956 5.691 3.580
C 2.494 4.803 3.021
C 1.914 3.686 2.319
C 0.771 3.057 2.826
C 0.199 1.999 2.115
N 0.744 1.596 0.936
C 1.848 2.208 0.420
C 2.453 3.264 1.101
H 0.331 3.377 3.762
H -0.671 1.489 2.506
H 2.268 1.857 -0.513
H 3.331 3.744 0.685
*
```

Computed Löwdin charges, given in elementary charges: 0.72, -0.02, -0.24, 0.17, 0.98, -0.32, -0.37, -0.35, -0.06, -0.03, -0.02, -0.04, -0.11, 0.11, 0.12, 0.13, 0.12, 0.12, -0.08, -0.02, 0.00, -0.02, -0.06, 0.03, 0.12, 0.13, 0.13, 0.12, -0.03, 0.00, 0.01, -0.01, -0.09, 0.11, 0.13, 0.14, 0.13, 0.10, 0.02, 0.01, 0.26, -0.09, -0.19, 0.06, -0.09, -0.17, -0.10, 0.03, 0.14, 0.12, 0.12, 0.14

Molecular formula: H24NeO12
Method: DFT, ωB97M-V with the def2-TZVPD basis set

Calculated values
E_HOMO: -10.06 eV
E_LUMO: 0.0027 Ha
Frontier orbital gap: 0.3725 Eh

The geometry in ORCA input format:
```
! RIJCOSX wB97M-V def2-TZVPD def2/J DEFGRID3
* xyz 0 1
Ne 0.208 0.289 -0.047
O 0.990 -3.121 0.706
H 0.814 -3.735 1.419
H 0.123 -2.854 0.400
O -1.139 -0.665 3.265
H -2.046 -0.657 2.960
H -1.121 -1.337 3.946
O -3.539 -0.329 1.073
H -2.942 0.000 0.401
H -4.412 -0.107 0.749
O 0.244 -1.579 -2.704
H -0.283 -1.965 -2.004
H -0.317 -1.619 -3.478
O 3.262 0.508 -0.275
H 2.682 1.259 -0.147
H 3.215 0.025 0.551
O -0.318 2.054 -3.026
H -0.253 2.891 -3.486
H 0.520 1.623 -3.190
O 1.462 2.952 0.275
H 1.676 3.685 0.852
H 0.527 3.051 0.096
O -2.362 0.351 -1.580
H -2.861 0.380 -2.397
H -1.517 0.744 -1.801
O -1.491 -2.461 -0.575
H -2.032 -2.060 0.106
H -2.013 -2.383 -1.373
O 1.556 -0.791 2.034
H 0.776 -0.517 2.517
H 1.245 -1.476 1.443
O 1.933 0.651 -2.960
H 2.338 0.812 -2.108
H 1.518 -0.207 -2.870
O 0.892 1.963 3.632
H 1.556 2.373 3.078
H 1.108 2.251 4.519
*
```

Computed Löwdin charges, given in elementary charges: 0.07, -0.03, 0.06, -0.01, -0.03, 0.02, 0.05, -0.04, -0.01, 0.04, -0.02, 0.00, 0.06, -0.05, -0.02, 0.02, -0.06, 0.04, -0.03, -0.03, 0.04, 0.04, -0.05, 0.05, 0.00, -0.04, 0.04, 0.05, -0.08, -0.02, -0.03, -0.04, 0.01, 0.00, -0.04, 0.02, 0.03

Molecular formula: C44H80O28S4
Method: DFT, ωB97M-V with the def2-TZVPD basis set

Calculated values
E_HOMO (alpha / beta): -11.02 / -11.02 eV
E_LUMO (alpha / beta): -0.1460 / -0.3395 Ha
Frontier orbital gap (alpha / beta): 0.2591 / 0.0656 Eh

The geometry in ORCA input format:
```
! RIJCOSX wB97M-V def2-TZVPD def2/J DEFGRID3
* xyz 1 2
O 1.020 3.080 -3.605
C 0.117 3.407 -4.386
O 0.428 3.855 -5.628
C -0.777 4.254 -6.390
C -1.802 4.574 -5.181
C -1.365 3.560 -4.150
H -1.183 3.435 -6.984
H -0.623 5.131 -7.019
H -2.811 4.379 -5.543
H -1.739 5.621 -4.886
H -1.588 2.547 -4.484
H -1.594 3.798 -3.111
O -1.852 0.388 -4.302
C -2.865 -0.266 -4.565
O -3.680 -0.095 -5.597
C -4.847 -0.887 -5.451
C -4.444 -1.926 -4.465
C -3.397 -1.227 -3.611
H -5.194 -1.351 -6.374
H -5.622 -0.181 -5.153
H -4.021 -2.878 -4.783
H -5.294 -2.261 -3.871
H -2.582 -1.934 -3.456
H -3.853 -0.828 -2.705
O 4.343 -1.014 1.854
C 4.486 -1.689 2.905
O 3.918 -1.315 4.089
C 4.089 -2.390 5.047
C 5.354 -3.036 4.490
C 5.349 -2.933 2.955
H 3.200 -2.999 4.884
H 4.233 -2.048 6.072
H 5.360 -4.087 4.778
H 6.192 -2.441 4.851
H 4.785 -3.763 2.529
H 6.276 -2.742 2.415
O -1.914 3.939 4.629
C -2.534 3.884 3.560
O -2.991 4.953 3.000
C -3.888 4.600 1.910
C -3.414 3.216 1.507
C -2.879 2.618 2.767
H -3.868 5.369 1.137
H -4.898 4.571 2.317
H -2.782 3.291 0.623
H -4.309 2.692 1.172
H -2.032 1.938 2.681
H -3.565 1.915 3.240
O 5.903 2.839 4.375
C 5.160 3.029 3.348
O 4.903 4.323 2.955
C 4.063 4.424 1.801
C 3.296 3.096 1.830
C 4.368 2.095 2.436
H 4.586 4.562 0.855
H 3.406 5.285 1.923
H 2.967 2.820 0.828
H 2.464 3.083 2.535
H 5.084 1.764 1.684
H 3.984 1.197 2.919
O -4.039 4.911 -1.936
C -4.662 4.055 -2.496
O -4.629 3.959 -3.835
C -4.919 2.664 -4.304
C -5.786 2.138 -3.237
C -5.267 2.763 -1.969
H -4.002 2.077 -4.351
H -5.415 2.727 -5.272
H -5.610 1.078 -3.054
H -6.843 2.279 -3.463
H -4.444 2.182 -1.552
H -6.075 2.957 -1.264
O -2.239 -5.208 2.290
C -2.673 -4.036 2.437
O -3.247 -3.661 3.636
C -3.616 -2.283 3.563
C -3.624 -1.920 2.040
C -2.655 -2.926 1.405
H -3.003 -1.540 4.074
H -4.668 -2.204 3.836
H -3.332 -0.876 2.152
H -4.654 -1.927 1.682
H -1.631 -2.553 1.404
H -3.081 -3.184 0.436
O -1.212 -3.724 -7.207
C -0.620 -2.996 -6.443
O -0.346 -3.423 -5.198
C 0.416 -2.408 -4.468
C 0.864 -1.362 -5.589
C -0.067 -1.588 -6.726
H 1.267 -2.738 -3.872
H -0.305 -1.926 -3.809
H 1.921 -1.613 -5.679
H 0.726 -0.366 -5.167
H 0.472 -1.620 -7.673
H -0.941 -0.947 -6.611
O -1.791 -1.006 -0.956
S -1.374 0.394 -0.825
O -2.247 1.491 -1.345
O -1.177 0.721 0.831
C -0.265 -0.144 1.518
C 1.030 0.637 1.766
C 0.346 0.549 -1.477
H -0.133 -1.116 1.044
H -0.629 -0.323 2.530
H 1.849 0.320 1.121
H 1.415 0.402 2.758
H 0.966 1.714 1.609
H 0.340 0.836 -2.528
H 0.762 -0.457 -1.534
H 0.984 1.227 -0.910
O -0.416 -0.043 5.060
S -1.104 -0.098 6.324
O -2.314 -0.904 6.365
O -0.020 -0.688 7.496
C -0.543 -1.041 8.783
C 0.729 -1.098 9.664
C -1.388 1.579 6.959
H -1.041 -2.005 8.678
H -1.217 -0.316 9.239
H 0.982 -0.090 9.993
H 1.584 -1.547 9.158
H 0.542 -1.722 10.537
H -2.323 1.780 6.436
H -0.501 2.133 6.651
H -1.560 1.584 8.035
O 3.568 0.571 -1.281
S 4.419 1.446 -2.109
O 4.477 2.918 -1.978
O 5.957 0.841 -2.125
C 7.036 1.665 -2.078
C 8.309 0.929 -2.395
C 4.054 1.137 -3.908
H 7.066 2.220 -1.140
H 6.841 2.315 -2.932
H 9.171 1.595 -2.341
H 8.450 0.561 -3.411
H 8.579 0.075 -1.774
H 3.093 1.648 -3.968
H 4.190 0.062 -4.028
H 4.764 1.585 -4.603
O 2.613 -5.771 1.265
S 1.334 -5.531 1.934
O 1.145 -4.857 3.211
O 0.346 -4.719 0.829
C 0.195 -5.258 -0.454
C 0.095 -4.298 -1.606
C 0.429 -7.172 1.893
H -0.690 -5.895 -0.439
H 0.875 -6.102 -0.573
H -0.640 -3.511 -1.436
H -0.116 -4.907 -2.485
H 1.058 -3.828 -1.808
H 0.425 -7.665 0.921
H -0.596 -6.999 2.221
H 0.880 -7.828 2.638
*
```

Löwdin population analysis, charges in e, atoms 1 to 99: 0.38, -0.28, 0.09, -0.02, -0.07, -0.02, 0.14, 0.14, 0.12, 0.14, 0.12, 0.15, 0.05, -0.49, 0.05, -0.13, -0.13, -0.08, 0.14, 0.12, 0.13, 0.13, 0.12, 0.14, 0.04, -0.42, 0.01, -0.12, -0.16, -0.05, 0.12, 0.13, 0.12, 0.12, 0.12, 0.13, 0.07, -0.48, 0.07, -0.11, -0.17, -0.07, 0.13, 0.13, 0.10, 0.11, 0.10, 0.13, 0.04, -0.37, 0.00, -0.16, -0.14, -0.05, 0.12, 0.12, 0.09, 0.11, 0.12, 0.10, 0.12, -0.46, 0.01, -0.18, -0.16, -0.05, 0.10, 0.14, 0.11, 0.13, 0.10, 0.14, 0.05, -0.37, 0.04, -0.15, -0.14, -0.07, 0.10, 0.13, 0.09, 0.11, 0.10, 0.13, 0.11, -0.48, 0.02, -0.11, -0.15, -0.07, 0.11, 0.09, 0.11, 0.09, 0.14, 0.11, -0.31, 0.74, -0.34

Molecular formula: C10H16Cl4O5V
Method: DFT, ωB97M-V with the def2-TZVPD basis set

Calculated values
E_HOMO (alpha / beta): -1.93 / -1.94 eV
E_LUMO (alpha / beta): 0.1746 / 0.1746 Ha
Frontier orbital gap (alpha / beta): 0.2456 / 0.2459 Eh

The geometry in ORCA input format:
```
! RIJCOSX wB97M-V def2-TZVPD def2/J DEFGRID3
* xyz -2 2
C 1.638 -0.494 0.091
C 1.676 0.942 0.171
C 0.726 1.457 -0.790
C 2.647 1.708 0.994
C 0.170 0.333 -1.491
C 0.700 -0.860 -0.927
C 0.374 -2.232 -1.410
C 2.598 -1.409 0.757
C 0.430 2.874 -1.116
C -0.701 0.377 -2.694
V -0.359 0.475 0.899
Cl -0.304 2.350 2.017
Cl 0.249 -0.551 2.934
Cl -2.326 1.175 -0.029
H 2.790 1.204 1.956
H 2.285 2.722 1.181
H 3.631 1.766 0.506
H 0.739 3.533 -0.304
H -0.649 2.991 -1.258
H 0.926 3.197 -2.041
H -1.465 1.154 -2.604
H -1.212 -0.587 -2.786
H -0.140 0.551 -3.624
H -0.697 -2.458 -1.299
H 0.939 -2.971 -0.833
H 0.644 -2.333 -2.469
H 2.884 -1.074 1.757
H 3.520 -1.524 0.170
H 2.124 -2.387 0.848
O -1.320 -1.295 0.699
H -1.387 -1.906 1.459
O -3.535 -2.555 2.316
Cl -4.226 -1.345 1.844
O -4.120 -1.255 0.388
O -5.638 -1.416 2.233
O -3.610 -0.157 2.453
*
```

Computed Löwdin charges, given in elementary charges: -0.30, -0.37, -0.36, -0.09, -0.29, -0.25, -0.04, -0.07, -0.09, -0.06, 0.14, 0.09, 0.04, 0.21, 0.07, 0.04, 0.08, 0.05, 0.05, 0.08, 0.05, 0.08, 0.08, 0.09, 0.07, 0.08, 0.05, 0.08, 0.07, -0.47, -0.04, -0.41, 0.65, -0.43, -0.43, -0.43

Molecular formula: C5H15N3
Method: DFT, ωB97M-V with the def2-TZVPD basis set

Calculated values
E_HOMO (alpha / beta): -5.85 / -5.85 eV
E_LUMO (alpha / beta): 0.0283 / 0.0283 Ha
Frontier orbital gap (alpha / beta): 0.2434 / 0.2433 Eh

The geometry in ORCA input format:
```
! RIJCOSX wB97M-V def2-TZVPD def2/J DEFGRID3
* xyz 0 1
C -0.782 0.600 0.853
C 1.282 -0.188 -0.229
C -1.806 1.686 0.873
C -1.084 -0.942 -1.723
C 1.978 -1.125 0.736
N 0.453 0.824 0.414
N -1.091 -0.580 1.506
N 2.213 0.378 -1.141
H 0.557 1.733 -0.022
H 0.106 -0.670 -1.109
H -0.590 -1.383 1.146
H -2.085 -0.765 1.530
H 1.787 0.899 -1.895
H 3.009 0.872 -0.746
H -2.102 1.933 1.896
H -2.704 1.359 0.337
H -1.435 2.589 0.392
H -1.782 -0.107 -1.806
H -0.834 -1.252 -2.740
H -1.608 -1.765 -1.233
H 1.386 -1.323 1.629
H 2.926 -0.702 1.094
H 2.206 -2.070 0.240
*
```

Computed Löwdin charges, given in elementary charges: -0.41, -0.52, -0.02, -0.13, -0.08, 0.08, 0.15, 0.03, 0.14, 0.07, 0.08, 0.10, 0.07, 0.07, 0.09, 0.09, 0.08, -0.03, -0.02, -0.02, 0.05, 0.06, 0.07

Please write out number 4 again, unchanged.
Molecular formula: C25H21ClN2OPRh
Method: DFT, ωB97M-V with the def2-TZVPD basis set

Calculated values
E_HOMO (alpha / beta): -12.30 / -14.80 eV
E_LUMO (alpha / beta): -0.2347 / -0.4134 Ha
Frontier orbital gap (alpha / beta): 0.2173 / 0.1304 Eh

The geometry in ORCA input format:
```
! RIJCOSX wB97M-V def2-TZVPD def2/J DEFGRID3
* xyz 2 5
Rh 0.000 0.000 0.000
Cl -2.004 1.121 -0.640
C 1.548 -0.851 0.467
O 2.539 -1.393 0.758
P -0.861 -1.879 -1.067
C -0.963 -1.823 -2.894
C 0.028 -3.452 -0.783
C -2.559 -2.235 -0.501
C -0.543 -4.518 -0.080
C 0.185 -5.690 0.129
C 1.483 -5.808 -0.364
C 2.057 -4.747 -1.069
C 1.336 -3.575 -1.275
H -1.556 -4.434 0.300
H -0.268 -6.513 0.676
H 2.048 -6.721 -0.201
H 3.070 -4.830 -1.452
H 1.788 -2.749 -1.817
C -1.067 -0.587 -3.546
C -1.166 -0.536 -4.935
C -1.157 -1.713 -5.685
C -1.048 -2.947 -5.042
C -0.951 -3.003 -3.652
H -1.081 0.325 -2.956
H -1.248 0.426 -5.433
H -1.229 -1.670 -6.769
H -1.035 -3.866 -5.620
H -0.855 -3.964 -3.156
C -3.550 -2.742 -1.348
C -4.824 -3.012 -0.849
C -5.113 -2.784 0.496
C -4.126 -2.278 1.345
C -2.857 -1.997 0.848
H -3.330 -2.911 -2.398
H -5.592 -3.396 -1.514
H -6.108 -2.991 0.881
H -4.351 -2.089 2.392
H -2.087 -1.575 1.490
H -2.372 2.840 -3.348
H -2.955 2.798 -2.889
N 2.956 5.691 3.580
C 2.494 4.803 3.021
C 1.914 3.686 2.319
C 0.771 3.057 2.826
C 0.199 1.999 2.115
N 0.744 1.596 0.936
C 1.848 2.208 0.420
C 2.453 3.264 1.101
H 0.331 3.377 3.762
H -0.671 1.489 2.506
H 2.268 1.857 -0.513
H 3.331 3.744 0.685
*
```

Computed Löwdin charges, given in elementary charges: 0.72, -0.02, -0.24, 0.17, 0.98, -0.32, -0.37, -0.35, -0.06, -0.03, -0.02, -0.04, -0.11, 0.11, 0.12, 0.13, 0.12, 0.12, -0.08, -0.02, 0.00, -0.02, -0.06, 0.03, 0.12, 0.13, 0.13, 0.12, -0.03, 0.00, 0.01, -0.01, -0.09, 0.11, 0.13, 0.14, 0.13, 0.10, 0.02, 0.01, 0.26, -0.09, -0.19, 0.06, -0.09, -0.17, -0.10, 0.03, 0.14, 0.12, 0.12, 0.14